Formula: C20H64N16O12
Source: the OMol25 dataset
Level of theory: ωB97M-V/def2-TZVPD

As for the energy relative to the best compared isomer or geometry (same formula, charge and spin): 3.8209 eV. The value obtained for the max |F| is 4.98 eV/A. The SMILES is NC(N)=O.NC(N)=O.NC(N)=O.NC(N)=O.NC(N)=O.NC(N)=O.NC(N)=O.NC(N)=O.CC(C)O.CC(C)O.CC(C)O.CC(C)O. The gap between HOMO and LUMO comes out at 7.94 eV.

Element x y z (Å)
C1 2.8142 2.7106 -4.8604
C2 2.5241 2.8453 -3.3631
C3 0.9880 3.0989 -3.0693
O1 2.8554 1.6564 -2.7491
H1 2.7926 3.7246 -5.2596
H2 1.9457 2.2727 -5.3524
H3 3.7498 2.1929 -5.0718
H4 3.1577 3.6354 -2.9599
H5 0.7500 3.2229 -2.0129
H6 0.3652 2.2932 -3.4579
H7 0.5768 3.9917 -3.5404
H8 3.7950 1.4747 -2.8243
C4 -3.8174 1.0109 -0.6492
C5 -3.9527 2.5696 -0.2855
C6 -2.9594 3.1507 0.6773
O2 -3.9652 3.2791 -1.4982
H9 -4.8373 0.7450 -0.9268
H10 -3.4970 0.3404 0.1483
H11 -3.1821 0.9580 -1.5333
H12 -4.9494 2.7575 0.1138
H13 -2.0104 3.0249 0.1561
H14 -2.9109 2.6649 1.6519
H15 -3.0393 4.2024 0.9523
H16 -4.4417 4.1114 -1.4566
C7 3.7206 -2.1539 -4.4080
C8 2.2528 -2.0568 -4.9802
C9 1.9788 -0.5954 -5.0126
O3 2.1807 -2.6788 -6.2825
H17 4.5464 -1.7753 -5.0105
H18 4.0692 -3.1792 -4.2842
H19 3.7591 -1.6557 -3.4393
H20 1.5078 -2.4915 -4.3137
H21 1.4881 -0.2611 -5.9267
H22 2.9029 -0.0214 -5.0798
H23 1.5485 -0.1621 -4.1097
H24 2.6989 -2.1357 -6.8809
C10 0.5122 -4.6421 2.0088
C11 -0.5456 -3.5390 1.9727
C12 -1.5645 -3.6231 3.0881
O4 0.0700 -2.2973 2.1242
H25 0.1471 -5.6518 2.1965
H26 1.3124 -4.3915 2.7052
H27 0.9738 -4.5875 1.0229
H28 -1.0715 -3.4952 1.0190
H29 -2.1470 -2.7152 3.2447
H30 -1.0233 -3.9221 3.9858
H31 -2.2678 -4.4529 3.0185
H32 -0.4953 -1.5964 1.7915
C13 0.2004 0.6340 0.0124
O5 1.0310 0.9768 0.8308
N1 0.4311 0.5671 -1.2984
N2 -0.9160 0.0597 0.2812
H33 1.3236 0.8043 -1.7076
H34 -0.3465 0.3247 -1.8956
H35 -1.5514 -0.0807 -0.4913
H36 -1.1531 0.1263 1.2607
C14 1.8489 -2.8553 -1.4713
O6 2.3319 -3.9225 -1.7791
N3 0.6001 -2.5490 -1.7250
N4 2.4679 -1.7949 -0.9427
H37 0.2485 -3.3411 -2.2437
H38 -0.0049 -1.8590 -1.3032
H39 3.4478 -1.8255 -0.7001
H40 2.0515 -0.8790 -0.8540
C15 -5.0724 -1.4327 3.4741
O7 -4.7524 -0.7300 4.4738
N5 -6.1050 -2.2311 3.3366
N6 -4.3059 -1.5128 2.4483
H41 -6.0508 -2.7792 2.4900
H42 -6.7626 -2.4061 4.0829
H43 -4.5424 -2.1566 1.7070
H44 -3.3952 -1.0834 2.5277
C16 4.6628 1.7958 0.2123
O8 4.8999 0.7504 0.7485
N7 3.5198 2.4143 0.2674
N8 5.5401 2.4995 -0.4647
H45 3.5186 3.3165 -0.1867
H46 2.6417 2.0076 0.5564
H47 5.1597 3.2931 -0.9603
H48 6.4448 2.0575 -0.5439
C17 0.2858 4.6426 2.4338
O9 -0.0566 5.7827 2.6878
N9 0.6110 3.7481 3.3210
N10 0.3082 4.2567 1.1538
H49 0.4357 4.0093 4.2807
H50 1.0425 2.8578 3.1180
H51 -0.1977 4.7407 0.4259
H52 0.6395 3.3033 1.1165
C18 -1.4717 0.6201 3.7388
O10 -1.6199 -0.1626 2.8198
N11 -2.4394 1.0576 4.4925
N12 -0.2875 0.9520 4.1792
H53 -3.3232 0.6291 4.2569
H54 -2.3377 1.5442 5.3717
H55 0.4642 0.3709 3.8368
H56 -0.2754 1.6210 4.9358
C19 2.9977 -0.7715 3.7446
O11 3.9190 -0.7025 4.5717
N13 3.1272 -0.4595 2.4723
N14 1.9461 -1.4848 3.9407
H57 4.0544 -0.1746 2.1910
H58 2.2881 -0.3292 1.9254
H59 1.9209 -2.0676 4.7651
H60 1.3397 -1.6364 3.1473
C20 -3.3177 -2.1473 -1.4562
O12 -2.2538 -1.5817 -1.5943
N15 -3.4810 -2.9646 -0.4459
N16 -4.4075 -1.9225 -2.1395
H61 -4.3628 -3.4058 -0.2271
H62 -2.6330 -2.9409 0.1022
H63 -4.3427 -1.0805 -2.6936
H64 -5.2907 -2.3464 -1.8941

Forces on the atoms, in the same order (eV/Å):
C -1.206 1.281 0.118
C -1.305 0.610 -0.922
C 0.794 0.351 -0.311
O -0.075 -1.672 1.366
H 0.570 0.110 -0.260
H 0.290 -0.646 -0.028
H -0.125 0.113 -0.051
H -0.183 0.443 0.184
H 0.362 -0.211 0.100
H 0.293 -0.276 0.004
H 0.480 0.200 -0.255
H 0.098 -0.029 -0.020
C -0.727 2.240 0.143
C -1.527 -0.513 0.855
C 1.278 -0.389 0.031
O 0.765 -0.168 -1.500
H 0.104 -0.289 -0.203
H 0.060 0.390 0.071
H 0.102 -0.193 0.093
H -0.258 -0.604 0.481
H 0.451 0.086 0.394
H -0.033 -0.525 -0.140
H -0.495 0.174 -0.570
H -0.008 -0.092 0.408
C -0.525 -1.353 0.337
C 2.158 -0.050 -0.091
C 0.329 1.983 -0.767
O -0.427 0.156 0.862
H -0.569 0.772 -0.613
H -0.521 -0.269 0.397
H 0.003 -0.053 0.071
H 0.340 -0.693 -0.268
H -0.813 -0.193 0.176
H 0.373 -0.181 -0.018
H -0.500 -0.349 -0.083
H 0.119 0.050 -0.067
C 0.140 0.779 -0.933
C -1.080 -0.288 0.646
C -0.301 -1.214 0.764
O 1.279 0.624 -0.504
H -0.203 0.194 -0.012
H -0.228 0.032 0.281
H 0.245 -0.453 -0.051
H 0.108 -0.555 -0.427
H 0.346 0.001 0.019
H 0.087 0.605 0.360
H -0.207 -0.146 -0.578
H -0.138 0.048 0.107
C 1.693 -0.752 -1.817
O 1.326 1.242 1.624
N 0.820 0.704 -2.104
N -2.809 -0.653 1.410
H -0.064 0.382 -0.106
H 0.477 0.001 -0.215
H -0.318 -0.383 0.686
H -1.024 -0.046 0.207
C 1.355 1.098 0.511
O 0.758 -0.791 -0.014
N -3.398 -1.169 -1.597
N 2.612 1.275 1.262
H -1.123 0.380 0.158
H 0.298 -0.307 -0.078
H -0.202 -0.272 0.045
H -0.161 -0.567 -0.091
C 0.825 1.993 4.448
O -1.174 -0.905 -1.273
N -2.597 -1.314 0.313
N 2.755 0.251 -3.559
H -0.949 -0.296 0.734
H 0.179 -0.005 -0.360
H 0.689 0.474 0.025
H 0.306 0.098 -0.384
C -0.373 -0.690 0.869
O 0.969 -2.360 0.567
N -3.181 2.247 0.034
N 2.331 0.891 -1.476
H -0.795 -0.201 0.339
H 0.097 -0.323 0.060
H 1.235 -0.187 -0.250
H -0.004 0.726 -0.438
C -1.308 3.338 -1.889
O -0.516 0.878 1.119
N 0.892 -2.073 2.755
N 1.075 -1.862 -0.923
H 0.414 -0.051 -0.242
H -0.272 0.161 -0.006
H 0.316 -0.186 0.409
H -0.493 -0.152 -1.393
C 0.792 -0.206 1.735
O -1.087 -1.339 -1.925
N -3.133 0.864 0.349
N 2.140 0.747 0.033
H -0.649 0.105 0.581
H 0.072 -0.290 -0.367
H 0.545 0.391 0.527
H 0.878 -0.514 -0.168
C 4.546 -0.895 1.077
O -0.347 0.745 0.003
N 0.652 1.572 -1.597
N -4.349 -1.578 1.844
H -0.506 0.566 -0.526
H 0.582 0.110 -0.464
H -0.284 0.296 -0.192
H -0.158 -0.848 0.450
C 0.105 0.563 0.711
O 1.364 0.913 -1.079
N 0.379 -1.773 2.116
N -1.703 1.093 -2.377
H 0.629 -0.116 0.194
H -0.479 -0.926 0.625
H -0.598 -0.307 -0.244
H 0.229 0.399 -0.266